Version 1
11
Properties=species:S:1:pos:R:3:lowdin_charge:R:1 method="wB97M-V/def2-TZVPD" lumo_ev=1.005 multiplicity=1
C -1.12 -0.52 -0.29 -0.2741
H -0.98 -1.10 -1.21 0.1159
H 0.16 -1.34 0.88 0.0656
C 1.06 0.58 0.08 -0.1535
H 3.10 0.09 0.97 0.0304
C 2.14 0.31 0.55 0.1155
H -0.30 1.14 -1.43 0.1161
O -0.80 -1.28 0.85 -0.0697
H -2.18 -0.27 -0.21 0.1165
H -0.77 1.59 0.21 0.1183
C -0.31 0.79 -0.39 -0.1811


Version 2
11
Properties=species:S:1:pos:R:3:lowdin_charge:R:1 method="wB97M-V/def2-TZVPD" lumo_ev=0.858 multiplicity=1
C -0.59 -2.11 1.07 -0.0020
H -0.53 -1.48 1.92 0.0404
H 1.82 0.56 -0.31 0.1355
H 1.39 2.65 -0.17 0.0709
C -0.54 -1.44 -0.08 -0.2002
H -1.40 0.63 -0.08 0.1470
O 0.57 2.27 -0.42 -0.0086
H -0.75 -3.13 1.30 0.0417
H -0.54 -2.00 -1.01 0.0805
C -0.37 0.07 -0.31 -0.0977
C 0.74 0.91 -0.39 -0.2075


Version 3
11
Properties=species:S:1:pos:R:3:lowdin_charge:R:1 method="wB97M-V/def2-TZVPD" lumo_ev="0.370 / -0.032" multiplicity=1
H 2.16 0.23 0.53 0.0722
H -1.58 -1.84 0.22 0.0545
H 0.02 -0.20 1.71 0.0975
C -0.34 -0.10 0.69 -0.2447
C -1.47 -0.75 0.18 0.0016
H -0.85 1.90 -0.41 0.1389
C 1.52 -0.16 -0.27 -0.0471
O 0.87 0.92 -0.97 -0.0575
H 2.02 -0.82 -0.98 0.0695
H -2.18 -0.24 -0.47 0.0441
C -0.20 1.04 -0.24 -0.1291


Version 4
11
Properties=species:S:1:pos:R:3:lowdin_charge:R:1 method="wB97M-V/def2-TZVPD" lumo_ev=1.100 multiplicity=1
C -1.70 0.42 -0.03 -0.1633
H -2.17 1.43 -0.06 0.1044
H 1.43 -2.08 0.60 0.1111
H 2.73 0.90 0.57 0.0686
O -0.49 0.54 0.61 -0.1226
H -0.09 -0.14 -1.76 0.1552
H -1.59 0.01 -1.06 0.0170
C 1.54 -1.02 0.38 0.0665
H -2.30 -0.31 0.43 0.0639
C 2.01 0.23 0.33 0.0645
C 0.62 0.04 0.01 -0.3655


Stability ranking, top entry: version 1; the second entry is 26.3 kJ/mol less favorable.


Version 1
11
Properties=species:S:1:pos:R:3:lowdin_charge:R:1 method="wB97M-V/def2-TZVPD" lumo_ev=1.157 multiplicity=1
C -0.24 -0.50 2.35 0.0441
H 0.92 -1.35 0.71 0.1124
C -0.18 0.96 -2.17 -0.0015
C 0.27 0.19 -1.16 -0.2607
H 0.46 1.41 -3.12 0.1223
C 0.06 -0.72 1.00 -0.1881
H 0.11 -1.32 3.00 0.0506
H -1.00 0.14 2.68 0.0276
H -1.21 1.33 -1.99 0.0542
H 1.29 -0.16 -1.27 0.1098
O -0.47 0.01 -0.03 -0.0706


Version 2
11
Properties=species:S:1:pos:R:3:lowdin_charge:R:1 method="wB97M-V/def2-TZVPD" lumo_ev=0.719 multiplicity=1
H -0.74 2.46 -0.29 0.0565
C -1.27 0.68 1.00 -0.1189
H 0.06 0.78 2.28 0.0453
H -0.68 -1.15 -0.87 -0.0358
O -0.64 0.21 2.07 0.0045
C 0.11 -1.76 -1.10 0.0026
H -0.17 0.88 -0.76 0.0724
C -0.31 1.57 0.15 -0.1221
H 0.67 1.68 0.64 0.0647
C 1.05 -2.43 -1.39 0.0152
H 1.92 -2.92 -1.74 0.0156


Stability ranking, top entry: version 1; the second entry is 266.5 kJ/mol less favorable.


Version 1
5
Properties=species:S:1:pos:R:3:lowdin_charge:R:1 method="wB97M-V/def2-TZVPD" lumo_ev="-3.041 / -1.537" multiplicity=1
H -2.36 0.00 -0.06 0.1188
P 0.13 0.21 0.07 0.2657
S 1.65 1.50 0.06 0.2231
F 0.30 -0.97 1.13 -0.2959
F 0.28 -0.74 -1.20 -0.3116


Version 2
5
Properties=species:S:1:pos:R:3:lowdin_charge:R:1 method="wB97M-V/def2-TZVPD" lumo_ev="-2.903 / -2.901" multiplicity=1
S -3.11 0.25 0.48 0.0407
P 0.51 0.01 0.45 0.7696
F 0.37 1.06 -0.78 -0.3719
F 0.31 -1.30 -0.47 -0.3642
H 1.92 -0.03 0.32 -0.0742


Stability ranking, top entry: version 1; the second entry is 44.3 kJ/mol less favorable.


Version 1
33
Properties=species:S:1:pos:R:3:lowdin_charge:R:1 method="wB97M-V/def2-TZVPD" lumo_ev=-0.111 multiplicity=1
O 2.68 -0.82 -2.61 -0.0516
H 1.87 -0.14 1.02 0.0334
O 0.90 -2.64 0.84 -0.0463
H 2.89 -1.57 0.16 0.0568
H 1.53 1.85 -3.30 0.0480
O 0.76 1.36 -3.00 -0.0480
H -0.19 -1.35 0.14 -0.0007
O 2.01 0.37 0.21 -0.1040
H 2.46 0.05 -2.25 -0.0121
O -3.30 -2.26 1.11 -0.0625
H -2.42 1.88 -1.50 0.0719
H 4.31 -1.16 -0.16 0.0776
H -1.42 -0.48 0.30 0.0182
H 0.65 -2.40 1.74 0.0678
O -2.52 0.99 -1.15 -0.0533
H -1.78 0.50 -1.52 0.0472
H 2.86 0.81 0.35 0.0753
H -5.38 0.37 -1.78 0.0338
H -4.04 -1.98 0.57 0.0279
H 0.56 0.59 3.88 0.0430
O 1.25 1.02 3.37 -0.0559
H 3.22 -1.23 -1.93 0.0085
H -3.55 -3.13 1.44 0.0367
H 0.79 1.36 2.59 0.0168
H 1.05 0.98 -2.16 -0.0025
O 3.45 -0.79 0.05 -0.1289
H 0.27 3.58 1.08 0.0193
H -3.99 -0.05 -1.33 -0.0006
H 1.35 -3.49 0.94 0.0696
O -1.11 -1.39 0.39 -0.0830
O -4.84 0.27 -0.99 -0.0815
H -0.05 4.55 2.21 0.0353
O -0.26 4.36 1.29 -0.0563


Version 2
33
Properties=species:S:1:pos:R:3:lowdin_charge:R:1 method="wB97M-V/def2-TZVPD" lumo_ev=-0.569 multiplicity=1
H -29.87 -2.20 21.35 -0.0274
H -31.33 -1.38 20.47 0.0040
O -29.53 -2.34 19.12 -0.0156
H -29.83 -1.03 22.30 0.0490
O -27.95 -4.24 20.57 -0.0698
H -29.53 0.52 24.99 0.0593
H -29.21 -3.12 18.67 0.1298
H -28.81 1.23 19.89 0.0264
O -29.84 -1.24 21.37 -0.0743
O -31.52 -1.50 19.54 -0.0762
H -27.44 -2.39 22.62 0.1220
O -28.99 -0.21 24.68 -0.0436
O -29.66 -3.50 21.98 -0.0687
H -27.78 0.08 22.11 0.1217
H -31.50 -3.79 20.46 0.0399
O -30.91 -4.02 19.74 -0.0548
H -29.63 -3.23 22.90 -0.1096
H -28.77 -1.77 19.18 0.1086
H -28.60 -3.76 21.09 -0.0995
H -29.90 -3.33 24.62 0.1078
H -29.27 -2.19 23.85 -0.0745
H -28.76 0.02 23.78 -0.2513
O -29.27 0.57 19.36 -0.0245
O -30.08 -2.69 23.94 0.0339
O -28.33 0.42 22.82 0.0756
H -30.23 -4.26 21.97 0.1145
H -29.10 -0.26 19.80 -0.0280
H -30.46 -3.21 19.54 -0.1080
H -28.07 -5.15 20.84 0.0398
H -30.67 -1.65 19.13 -0.0965
H -28.86 1.10 22.41 0.1384
O -28.11 -2.09 23.23 0.0018
H -27.90 -1.17 23.39 0.0496


Version 3
33
Properties=species:S:1:pos:R:3:lowdin_charge:R:1 method="wB97M-V/def2-TZVPD" lumo_ev=-0.634 multiplicity=1
H -0.58 -1.80 0.64 -0.0281
O -1.13 -2.45 1.08 -0.0457
H -1.64 -1.95 1.72 0.0134
H -3.06 1.99 0.38 -0.0463
H -2.55 0.43 2.19 0.0733
H -1.64 1.62 1.95 0.0603
O -0.20 -0.28 -0.47 -0.0363
H 0.75 -0.21 -0.40 0.0456
H -4.56 -0.86 0.24 0.0419
H -0.54 0.43 0.08 0.0283
H 3.73 -0.48 -0.51 -0.0366
H 2.61 -0.63 1.13 -0.0254
H 5.11 -1.10 -0.57 0.0331
O -3.55 2.63 -0.14 -0.0685
H 3.65 1.82 0.28 0.0748
H 2.52 -1.99 1.79 0.0573
H 0.51 -0.25 -3.25 0.0036
O 3.12 1.05 0.50 -0.0619
O -4.20 -0.25 -0.41 -0.0346
H -3.68 2.20 -0.98 0.0226
H -3.26 -0.38 -0.37 0.0111
O -2.10 0.92 1.50 -0.0323
H 2.33 1.41 0.89 -0.0339
H 1.06 0.92 -4.04 0.0293
H -1.29 -2.17 -2.82 0.0298
O 4.29 -1.03 -1.06 -0.0491
H 1.43 2.69 2.35 0.0807
O 1.14 1.93 1.85 -0.0070
O -1.15 -2.49 -1.93 -0.0507
H 1.23 1.19 2.46 0.0676
H -0.96 -1.70 -1.42 -0.0394
O 0.59 0.10 -4.14 -0.0455
O 1.98 -1.26 1.49 -0.0316


Version 4
33
Properties=species:S:1:pos:R:3:lowdin_charge:R:1 method="wB97M-V/def2-TZVPD" lumo_ev=-0.283 multiplicity=1
H -4.37 2.90 1.43 0.0363
O -4.71 2.28 0.78 -0.0517
O -0.48 -0.33 0.97 -0.0515
O -4.97 1.38 -2.32 -0.0549
H 3.84 0.00 -2.36 0.0505
H 1.47 -4.95 1.73 0.0557
H 1.21 -2.82 3.63 0.0011
H 3.06 -2.72 0.42 0.0266
H 3.66 -1.21 -1.46 -0.0151
H 1.10 4.41 1.41 0.0351
H -0.67 0.46 0.45 0.0224
H 1.65 -3.52 2.22 0.0006
O 1.13 -4.06 1.61 -0.0386
H 4.42 -1.33 0.12 -0.0282
H 0.48 -0.41 0.91 0.0306
O 0.98 3.48 1.59 -0.0596
H -3.93 1.93 0.35 0.0124
H 4.23 -0.94 1.58 0.0421
O -2.98 0.54 -3.61 -0.0567
O -1.76 3.36 -1.88 -0.0499
O 2.80 -2.72 -0.50 -0.0482
H -1.55 3.90 -2.66 0.0503
H 0.53 3.13 0.81 0.0198
H -2.49 3.83 -1.47 0.0406
H -2.60 1.07 -2.90 0.0086
O 4.91 -1.20 0.94 -0.0505
O 0.40 -2.92 4.14 -0.0455
H -0.02 -2.05 4.08 0.0459
H 3.59 -3.02 -0.97 0.0574
H -5.00 0.42 -2.36 0.0376
H -4.07 1.58 -2.02 -0.0070
O 3.50 -0.26 -1.50 -0.0550
H -3.35 -0.23 -3.16 0.0388


Stability ranking, top entry: version 3; the second entry is 196.8 kJ/mol less favorable.


Version 1
33
Properties=species:S:1:pos:R:3:lowdin_charge:R:1 method="wB97M-V/def2-TZVPD" lumo_ev=-0.095 multiplicity=1
H 1.26 -0.40 -2.76 0.0118
H 1.33 -0.74 1.03 0.0497
H -0.28 0.64 -5.20 0.0413
O 0.49 -0.43 1.41 -0.0773
H -0.32 -3.00 0.43 0.0177
H -3.31 0.16 4.29 0.0296
O 0.63 0.40 -4.99 -0.0547
H -1.75 2.32 0.04 0.0089
H -2.76 0.97 3.19 0.0193
O 0.75 -2.21 3.47 -0.0431
H -0.05 -1.82 -0.47 0.0149
H 2.68 -0.83 -2.52 0.0123
H 0.46 -1.20 2.03 -0.0048
H 0.35 -2.79 2.82 0.0437
O 3.94 1.03 -2.11 -0.0418
H -2.55 -1.75 -2.14 0.0326
H 0.53 -0.47 -4.57 0.0201
O 0.60 0.58 4.08 -0.0587
H 1.43 0.72 4.54 0.0415
O -0.73 -2.47 -0.24 -0.0458
H 4.73 1.26 -2.60 0.0444
H -1.95 -2.96 -2.49 0.0035
H 1.09 3.35 -1.16 0.0338
O -2.32 2.26 0.81 -0.0554
O -2.21 -2.17 -2.94 -0.0617
H 0.15 -1.91 4.16 0.0591
H 0.91 0.73 3.18 0.0113
H -2.55 1.32 0.83 0.0239
O 1.77 -1.10 -2.35 -0.0529
H -0.22 4.08 -1.34 0.0369
O -3.61 0.66 3.53 -0.0590
O 0.27 3.57 -0.70 -0.0434
H 4.04 1.33 -1.20 0.0425


Version 2
33
Properties=species:S:1:pos:R:3:lowdin_charge:R:1 method="wB97M-V/def2-TZVPD" lumo_ev=0.138 multiplicity=1
H -3.83 0.77 -2.84 0.0247
O -5.45 1.96 0.41 -0.0536
H 2.12 -2.08 4.29 0.0249
H 3.43 1.04 2.64 0.0288
H -0.43 2.47 -7.78 0.0267
H -3.45 -0.86 4.74 0.0278
O 0.13 0.46 0.28 -0.0544
O -0.28 2.93 -6.96 -0.0543
H -1.97 -0.55 4.77 0.0283
H -6.13 1.29 0.51 0.0278
H -0.43 0.67 -0.47 0.0275
H 4.32 1.83 3.57 0.0305
O 3.81 -0.51 -4.89 -0.0552
H 1.38 3.47 6.07 0.0258
H -0.24 2.24 -6.30 0.0274
O 3.52 -3.09 0.31 -0.0549
O 3.61 1.20 3.56 -0.0571
H 3.29 -3.77 0.95 0.0261
H 2.74 -2.54 0.26 0.0267
H -0.23 0.97 1.00 0.0279
H -2.03 -4.43 -5.03 0.0276
H 2.46 -3.48 4.75 0.0295
H -1.72 -3.01 -4.59 0.0254
H -3.95 0.83 -4.35 0.0293
H 4.61 -1.04 -4.95 0.0279
O 1.75 -2.95 4.38 -0.0546
O -1.31 -3.83 -4.86 -0.0537
H -4.80 1.75 1.08 0.0275
O 1.01 4.35 6.14 -0.0542
H 3.17 -1.09 -4.48 0.0274
O -3.31 0.73 -3.64 -0.0552
O -2.78 -0.30 4.34 -0.0558
H 1.01 4.54 7.08 0.0276


Stability ranking, top entry: version 1; the second entry is 26.1 kJ/mol less favorable.